{
  "formula": "C21H29Cl2O4Pd",
  "method": "ωB97M-V with the def2-TZVPD basis set",
  "species": ["O", "C", "C", "H", "H", "C", "H", "H", "C", "H", "H", "H", "C", "H", "H", "H", "Pd", "C", "C", "C", "H", "C", "C", "H", "H", "H", "H", "C", "C", "C", "H", "C", "C", "H", "H", "H", "H", "O", "C", "C", "H", "H", "C", "H", "H", "C", "H", "H", "H", "H", "Cl", "C", "Cl", "C", "O", "O", "H"],
  "coordinates": [[1.2748, 4.7182, 0.4599], [2.6754, 4.9521, 0.2019], [2.6309, 6.3212, 0.8712], [2.8959, 4.9542, -0.8680], [3.3078, 4.2068, 0.6896], [1.1401, 6.0222, 1.1245], [2.8198, 7.1676, 0.2156], [3.2338, 6.4214, 1.7702], [0.1680, 6.9010, 0.3750], [0.4554, 6.9898, -0.6709], [0.1365, 7.9006, 0.8098], [-0.8362, 6.4808, 0.4161], [0.7543, 5.8404, 2.5727], [1.4600, 5.1861, 3.0808], [-0.2369, 5.3951, 2.6499], [0.7380, 6.7993, 3.0920], [-1.1230, -2.9345, -0.1180], [-1.2334, -4.5029, 1.6578], [-0.1730, -4.8740, 0.8131], [0.8168, -3.8679, 0.9047], [-0.1279, -5.7445, 0.1830], [0.3633, -2.8898, 1.8065], [-0.9119, -3.2636, 2.2604], [-1.5354, -2.7069, 2.9399], [-2.1389, -5.0634, 1.8087], [1.7310, -3.8416, 0.3407], [0.8845, -1.9836, 2.0650], [-3.2388, -3.8242, -0.7704], [-3.4270, -3.0216, 0.3795], [-3.1197, -1.6887, 0.0447], [-3.7499, -3.3638, 1.3464], [-2.7660, -1.6689, -1.3266], [-2.8525, -2.9772, -1.8231], [-2.5761, -3.2912, -2.8121], [-3.3604, -4.8925, -0.8310], [-3.1885, -0.8406, 0.7039], [-2.4266, -0.8131, -1.8844], [-0.0864, -0.9507, -0.3282], [-0.4294, 0.1620, 0.5261], [0.8234, 1.0086, 0.6213], [-0.7694, -0.2316, 1.4807], [-1.2527, 0.7080, 0.0624], [1.4815, 0.7568, -0.7290], [1.4638, 0.6506, 1.4276], [0.5982, 2.0559, 0.8090], [1.2041, -0.7129, -0.9543], [2.5467, 0.9764, -0.7359], [1.0067, 1.3593, -1.5033], [1.9425, -1.3491, -0.4656], [1.1242, -1.0183, -1.9901], [-0.4455, -4.9601, -5.0799], [0.6360, -4.6657, -3.6970], [1.6722, -3.2599, -4.0669], [-0.1779, -4.4536, -2.4570], [-0.9833, -5.4092, -2.0558], [-0.1069, -3.3159, -1.7892], [1.2879, -5.5529, -3.5539]],
  "atomic_forces_ev_per_a": [[0.0630, 0.3199, 0.1289], [-0.0682, -0.1798, -0.0647], [0.0098, 0.1418, 0.0658], [-0.0375, -0.0090, 0.0077], [-0.0403, -0.0153, 0.0071], [0.1096, -0.2988, -0.1651], [-0.0047, 0.0430, -0.0417], [0.0221, -0.0036, 0.0559], [-0.0723, 0.0303, -0.0544], [0.0411, -0.0164, -0.0653], [0.0260, 0.0533, 0.0540], [-0.0443, -0.0566, 0.0154], [-0.0329, -0.0309, 0.0741], [0.0570, -0.0549, 0.0074], [-0.0575, -0.0355, -0.0287], [0.0117, 0.0769, -0.0011], [-0.4006, -1.8613, -0.1803], [0.2193, -0.3354, 1.4121], [0.1308, -0.2014, 0.2269], [0.5808, -0.0071, 0.7963], [-0.0883, -0.0210, -0.0447], [0.9400, 0.1284, 0.2759], [-0.3391, -0.7965, 0.8457], [-0.0619, 0.0430, 0.0850], [-0.1039, -0.0224, -0.0584], [0.1633, 0.0488, -0.1098], [0.1002, 0.1119, 0.0540], [-0.5767, -0.0691, 0.6682], [-1.7017, 0.2519, -0.0947], [-0.7826, -0.0913, 0.3084], [0.0235, -0.0480, 0.1056], [-0.5280, 0.2550, -0.8569], [-0.5197, 0.8305, -0.5563], [0.0254, -0.0632, -0.1266], [0.0871, -0.0474, -0.0026], [0.0165, 0.1101, 0.0862], [0.0221, 0.1169, -0.0613], [1.3433, 2.2978, -0.1769], [0.2155, -0.4078, -0.4114], [-0.0220, 0.1773, 0.0872], [-0.0195, -0.0859, 0.1033], [-0.0899, 0.0800, -0.0467], [0.1556, 0.1108, -0.0443], [0.0713, -0.0881, 0.0542], [0.0403, 0.1268, -0.0193], [-0.7227, -0.1630, 0.3849], [0.1329, 0.0645, 0.0005], [-0.0720, 0.0526, -0.0445], [0.1078, -0.0821, 0.0955], [-0.0227, -0.0338, -0.1683], [0.0724, -0.1399, 0.0243], [0.7018, -0.2430, -0.2410], [0.1501, -0.2078, -0.0163], [-4.3098, -0.3347, 4.9925], [3.4072, 2.6224, -2.4052], [2.1562, -2.6826, -4.6707], [-0.4844, 0.6397, -0.2657]],
  "mulliken_charge": [-0.391, -0.403, -0.871, 0.277, 0.236, 1.621, 0.298, 0.298, -1.646, 0.387, 0.382, 0.361, -1.678, 0.377, 0.363, 0.398, -0.153, -0.543, -0.600, -0.657, 0.549, -0.361, -0.792, 0.429, 0.574, 0.395, 0.578, -0.413, -0.795, -0.623, 0.637, -0.415, -0.613, 0.588, 0.322, 0.513, 0.368, 0.927, -0.788, -0.468, 0.269, 0.339, -0.654, 0.233, 0.278, -0.473, 0.378, 0.270, 0.186, 0.146, -0.184, 0.064, -0.198, 0.051, -0.592, -0.067, 0.288],
  "fmax_ev_per_a": 6.60,
  "multiplicity": 3,
  "e_tot_ha": -2166.66853,
  "charge": -1,
  "gap_ha": [0.1810, 0.1668],
  "lumo_energy_ev": [2.1, 2.1],
  "e_above_lowest_kj_mol": 72.4
}

=====

{
  "formula": "C21H29F5N4O15PS",
  "method": "ωB97M-V with the def2-TZVPD basis set",
  "species": ["C", "C", "C", "N", "C", "C", "N", "C", "N", "N", "P", "S", "H", "H", "H", "H", "H", "H", "H", "H", "H", "H", "H", "H", "H", "H", "C", "C", "O", "C", "O", "O", "F", "H", "H", "H", "C", "C", "O", "C", "O", "O", "F", "H", "H", "H", "C", "C", "O", "C", "O", "O", "F", "H", "H", "H", "C", "C", "O", "C", "O", "O", "F", "H", "H", "H", "C", "C", "O", "C", "O", "O", "F", "H", "H", "H"],
  "coordinates": [[-6.6968, 0.9015, -3.6869], [-5.5217, 1.7150, -4.1160], [-5.0629, 1.4926, -5.5419], [-4.9832, 2.5481, -3.3111], [-3.6626, 2.5543, -2.7936], [-2.5184, 3.2825, -3.5457], [-1.7808, 2.1840, -4.2425], [-2.2231, 1.0310, -3.6819], [-1.9724, -0.1604, -4.1429], [-3.0382, 1.1995, -2.5660], [-2.0630, 1.1272, -1.1031], [-0.1814, 0.8305, -1.3795], [-6.2808, -0.0957, -3.4969], [-7.1063, 1.2733, -2.7535], [-7.4551, 0.7880, -4.4593], [-4.4897, 2.3407, -5.9094], [-4.4339, 0.5966, -5.6045], [-5.9159, 1.2961, -6.1871], [-3.7527, 3.0421, -1.8223], [-2.8444, 4.0507, -4.2368], [-1.8787, 3.7203, -2.7797], [-2.1099, 2.1706, -5.2091], [-1.4301, -0.3322, -4.9760], [-2.3594, -0.9530, -3.6519], [-2.6212, 0.1269, -0.3051], [-2.3009, 2.3170, -0.4014], [2.0593, 3.4828, 2.1606], [1.7017, 2.0774, 1.7203], [0.3082, 2.0211, 1.9897], [-0.1727, 3.2855, 1.8799], [-1.3338, 3.5379, 1.7687], [0.8230, 4.1796, 1.8896], [2.3256, 1.1177, 2.4453], [2.2882, 3.5254, 3.2226], [2.8796, 3.9193, 1.6026], [1.8644, 1.8836, 0.6588], [6.6590, 0.3784, 2.6501], [6.1420, -0.0147, 4.0156], [5.6549, 1.2214, 4.5277], [5.2855, 1.9725, 3.4623], [4.5899, 2.9346, 3.5074], [5.7866, 1.4636, 2.3168], [7.1293, -0.4771, 4.8130], [7.6882, 0.7343, 2.7064], [6.5872, -0.4170, 1.9142], [5.3242, -0.7308, 3.9968], [-4.4436, 0.6568, 2.4512], [-4.7395, -0.1999, 3.6667], [-5.6020, -1.1900, 3.1319], [-5.3050, -1.3425, 1.8183], [-5.6502, -2.2422, 1.1328], [-4.5362, -0.3033, 1.3870], [-5.3865, 0.4866, 4.6297], [-5.2037, 1.4268, 2.3155], [-3.4589, 1.1181, 2.4759], [-3.8661, -0.6869, 4.1034], [2.9388, -2.8217, 2.8457], [2.9831, -4.3369, 2.8076], [4.2549, -4.5848, 2.2352], [5.0657, -3.5332, 2.5608], [6.2416, -3.5227, 2.4588], [4.3216, -2.4948, 3.0161], [2.0268, -4.8511, 1.9939], [2.5789, -2.4052, 1.9028], [2.3461, -2.4244, 3.6645], [2.9230, -4.8241, 3.7811], [3.0325, -4.4302, -2.1709], [3.9895, -4.1799, -1.0247], [4.0797, -2.7605, -1.0126], [2.9110, -2.2715, -1.5079], [2.5459, -1.1480, -1.3998], [2.2154, -3.2518, -2.1299], [5.2085, -4.7070, -1.2564], [3.5631, -4.4791, -3.1223], [2.4266, -5.3221, -2.0448], [3.6321, -4.5173, -0.0541]],
  "atomic_forces_ev_per_a": [[-0.2273, 0.3555, -0.1607], [0.1342, 0.6797, -0.7015], [0.4708, -0.5666, 0.2506], [-0.3508, -2.2065, 1.2804], [0.2405, 2.0878, -0.1585], [0.1519, -0.3738, 0.6285], [-1.9387, -0.1430, -0.7267], [0.0722, -0.0550, 0.2612], [-0.1674, -0.1655, -0.0192], [0.3312, 0.4951, -0.1629], [1.1359, -0.5436, 1.0322], [-0.1023, -0.0637, -0.3169], [-0.0054, -0.0268, 0.0053], [-0.0758, 0.0303, -0.0136], [-0.0920, 0.0120, 0.0437], [-0.0851, 0.0799, -0.0405], [-0.0377, -0.0488, -0.0135], [0.0029, 0.1262, -0.0898], [0.1015, -0.0969, 0.0788], [-0.0388, -0.0452, -0.0845], [0.3086, 0.0937, -0.2693], [0.9952, 0.1543, -0.3402], [0.2777, 0.1278, 0.1562], [0.0176, -0.0253, -0.0572], [-0.5380, 0.0784, -0.1726], [-0.5672, 0.0758, -0.2508], [0.0229, 0.0147, -0.0145], [0.1512, 0.0404, 0.1580], [0.0294, -0.0193, -0.2283], [-0.1238, 0.0084, 0.0351], [-0.0233, -0.0426, -0.0620], [0.0371, -0.0872, 0.0050], [-0.0880, -0.0318, 0.0327], [-0.0524, -0.0591, 0.0230], [-0.1179, 0.1187, -0.0853], [0.0631, -0.1431, 0.0280], [0.0339, -0.1419, -0.1119], [0.2786, 0.0198, 0.0829], [-0.1982, -0.0282, -0.2157], [-0.0143, 0.0182, -0.1008], [0.0582, 0.1096, 0.1288], [0.0339, -0.0195, 0.0033], [-0.0459, 0.0844, 0.0931], [0.0027, -0.0001, 0.1030], [-0.1546, 0.0600, -0.0541], [0.0991, -0.0777, 0.0896], [0.1549, 0.0807, -0.0232], [-0.1600, 0.1266, -0.0602], [0.2395, -0.1503, -0.0009], [-0.1196, 0.0081, -0.1063], [-0.0246, 0.0266, -0.0249], [0.0917, 0.1419, 0.1259], [-0.0711, -0.0216, -0.0243], [-0.0686, -0.0358, 0.1200], [0.0569, -0.1100, -0.1176], [-0.0122, 0.0431, 0.0884], [-0.1366, 0.1039, 0.1462], [0.0069, 0.1346, -0.1974], [0.0267, 0.0284, 0.3546], [0.1899, 0.0482, -0.1687], [-0.0146, 0.0205, -0.0638], [-0.2303, -0.1200, -0.0244], [0.0523, -0.0059, -0.0675], [-0.0131, -0.1142, -0.0536], [0.1509, 0.0433, 0.0914], [-0.1047, -0.0664, -0.0337], [-0.0669, -0.0844, -0.0181], [0.0996, -0.0709, -0.2379], [-0.2610, -0.0073, 0.2348], [0.0664, 0.0248, -0.0916], [0.0303, 0.0083, -0.0117], [0.0407, -0.0276, -0.0040], [0.0382, 0.1013, -0.0018], [0.0925, 0.0328, 0.0413], [-0.1429, 0.1027, 0.0636], [0.0835, -0.1212, -0.0027]],
  "mulliken_charge": [-1.350, 1.013, -1.239, -0.554, -0.143, -0.522, -0.179, -0.467, -0.081, 0.103, 0.441, -0.227, 0.304, 0.365, 0.410, 0.260, 0.235, 0.471, 0.442, 0.398, 0.301, 0.380, 0.273, 0.300, 0.045, 0.038, -0.445, 0.366, -0.183, 0.590, -0.554, -0.328, -0.303, 0.319, 0.347, 0.191, -0.398, 0.734, -0.339, 0.660, -0.539, -0.334, -0.305, 0.320, 0.239, 0.021, -0.309, 0.271, -0.319, 0.572, -0.491, -0.232, -0.268, 0.256, 0.222, 0.295, -0.300, 0.280, -0.373, 0.581, -0.476, -0.234, -0.282, 0.130, 0.330, 0.296, -0.471, 0.635, -0.280, 0.650, -0.499, -0.330, -0.317, 0.278, 0.302, 0.007],
  "fmax_ev_per_a": 2.58,
  "e_tot_ha": -3403.91267,
  "charge": 1,
  "gap_ha": 0.2985,
  "lumo_energy_ev": -3.5
}